# 1
ORCA calculation (the ωB97M-V functional and the def2-TZVPD basis) on the ion C3H8NS2 with charge +1 in a non-equilibrium geometry.

The geometry in XYZ format:
```
14
Properties=species:S:1:pos:R:3:forces:R:3
C 0.9005 -0.5346 0.6486 -0.66 -1.17 -1.10
C -1.6471 -2.4323 -0.7560 3.19 -1.39 -0.31
C 1.5106 1.6392 -0.3287 -0.56 0.38 0.05
N 1.1224 1.0157 0.9636 -1.78 -1.95 0.26
S 0.1169 -1.5046 1.9398 -0.42 0.32 -0.34
S -1.1040 -1.0476 0.3347 -0.45 0.79 0.73
H -1.8570 -1.9656 -1.7186 -0.34 0.03 0.23
H -2.3844 -3.1305 -0.3706 -0.54 0.82 0.46
H -0.7623 -3.1268 -0.9170 -0.75 1.00 0.02
H 2.0124 0.8806 -0.8776 1.07 -0.56 -0.09
H 0.6609 1.8200 -1.0171 0.06 0.45 1.14
H 2.1277 2.4875 -0.0771 0.00 0.39 -0.52
H 0.4326 1.4945 1.5766 0.31 -0.07 -0.67
H 1.8963 0.7394 1.5577 0.86 0.97 0.15
```
Positions in Å, forces in eV/Å.

## Properties
Kohn-Sham gap (eV): 8.73
ΔE to the lowest compared entry with this formula, charge and spin (kJ/mol): 356.84
Total charge: +1
LUMO energy (eV): -4.3109
Electronic energy (a.u.): -969.83637

Atomic partial charges in e from the Löwdin method, atoms 1 to 8:
1. C -0.60
2. C -0.31
3. C -0.03
4. N -0.10
5. S 0.58
6. S 0.66
7. H 0.05
8. H 0.06



# 2
ORCA calculation (the ωB97M-V functional and the def2-TZVPD basis) on a cluster of 3 separate species, C20H34F3NO7 in total in a non-equilibrium geometry.

The geometry in XYZ format:
```
65
Properties=species:S:1:pos:R:3:forces:R:3
C 8.1133 -0.1885 2.1249 -0.05 0.00 -0.11
C 7.8458 -0.8834 0.6305 1.24 -5.63 0.31
O 8.0053 -2.2304 0.5920 -1.34 8.22 -0.20
N 7.4279 -0.1100 -0.6053 0.01 -0.69 3.61
C 6.0453 -0.5928 -0.9904 -0.84 -0.35 -0.74
C 5.0724 0.6590 -1.5186 0.20 -1.45 0.62
C 3.5478 0.2610 -1.0654 0.13 0.64 0.67
C 2.4402 1.4508 -1.4153 -0.26 -0.28 0.91
C 1.7060 1.8221 0.0035 -2.85 -1.55 0.83
C 0.5114 1.1353 0.5652 3.78 3.03 0.23
C -0.4168 -0.1036 -0.0070 0.18 2.01 -1.03
O -1.2363 -0.5741 1.1207 1.11 -4.72 -1.00
C -1.2239 -2.0396 1.2506 -1.38 -0.21 2.30
F -1.8795 -2.3381 2.5788 2.34 1.02 -4.77
F -2.1029 -2.7335 0.2375 3.59 2.33 3.15
F 0.1348 -2.6434 1.3385 -4.72 1.99 -0.89
C 0.3206 1.9374 1.9985 -3.75 -1.70 4.80
O -0.4474 1.6311 3.0633 5.31 2.25 -7.59
O 1.1765 3.1554 2.0827 1.21 -3.04 -2.50
C 2.2237 2.9953 1.0521 3.64 1.97 -0.85
O 3.3679 3.6854 0.9892 -7.98 -4.58 0.61
H 8.4244 -1.0091 2.9165 -0.72 1.47 -2.08
H 8.9860 0.5994 2.1095 -1.87 -1.39 -0.21
H 7.1188 0.3086 2.5264 2.04 -0.84 -1.03
H 7.4259 0.9068 -0.3414 -0.21 -1.34 -0.33
H 6.1783 -1.4150 -1.8172 -0.40 1.66 1.58
H 5.5720 -1.1176 -0.0566 0.57 1.03 -1.84
H 5.1762 0.7825 -2.6910 -0.21 -0.06 2.56
H 5.4140 1.6095 -0.9179 -0.85 -1.63 -1.41
H 3.1617 -0.7584 -1.5049 1.00 2.01 0.74
H 3.5752 0.1450 0.1217 -0.05 0.15 -2.61
H 1.6556 1.0070 -2.1846 1.47 1.19 1.78
H 2.9252 2.4151 -1.8752 -0.89 -1.95 1.02
H -1.1354 0.3888 -0.8232 1.43 -1.07 1.91
H 0.1802 -0.9372 -0.5711 -0.87 1.60 1.52
C -4.0417 -5.1573 0.7841 -0.01 -0.28 0.06
C -5.2511 -4.2569 0.9723 0.05 -0.03 -0.16
O -6.3426 -4.5891 0.1175 -0.04 0.02 -0.05
C -6.9034 -5.8894 0.2782 -0.10 0.16 0.01
C -7.4871 -6.1290 1.6603 0.15 0.09 0.21
H -3.7530 -5.2026 -0.2712 -0.02 0.10 0.13
H -3.1938 -4.7860 1.3684 -0.16 -0.05 -0.09
H -4.2511 -6.1804 1.1099 0.06 0.08 0.03
H -4.9636 -3.2303 0.7229 -0.24 -0.12 -0.09
H -5.5760 -4.2444 2.0174 0.03 -0.07 0.04
H -6.1669 -6.6570 0.0208 0.04 -0.04 0.08
H -7.7090 -5.9717 -0.4597 0.21 0.22 0.01
H -6.7050 -6.1526 2.4243 -0.07 -0.08 -0.03
H -8.0165 -7.0847 1.6921 0.04 0.08 -0.02
H -8.1831 -5.3278 1.9305 0.04 -0.13 -0.11
C -2.0890 4.6363 0.2864 -0.18 0.08 -0.07
C -0.8971 4.5663 -0.6535 -0.12 -0.05 0.03
O -1.1743 3.8741 -1.8687 0.11 -0.18 0.00
C -2.1866 4.4327 -2.7020 0.10 0.01 -0.12
C -1.8610 5.8336 -3.1917 0.12 0.16 0.20
H -2.5086 3.6390 0.4548 0.11 0.09 0.03
H -1.7921 5.0636 1.2494 -0.02 -0.08 -0.13
H -2.8866 5.2611 -0.1262 0.07 -0.01 0.10
H -0.0940 4.0117 -0.1574 -0.10 0.00 -0.29
H -0.5016 5.5646 -0.8655 -0.05 0.04 0.01
H -3.1561 4.4058 -2.1949 0.00 0.08 0.04
H -2.2718 3.7705 -3.5706 0.15 -0.06 0.25
H -1.8603 6.5532 -2.3683 -0.06 0.00 -0.10
H -2.6003 6.1641 -3.9259 0.06 -0.05 0.06
H -0.8670 5.8616 -3.6506 -0.16 -0.06 0.00
```
Positions in Å, forces in eV/Å.

## Properties
Kohn-Sham gap (eV): 7.80
SMILES: CC(=O)NCCCCC1=C(COC(F)(F)F)C(=O)OC1=O.CCOCC.CCOCC
LUMO energy (eV): -1.8145
Electronic energy (a.u.): -1663.13449

Atomic partial charges in e from the Löwdin method, atoms 1 to 8:
1. C -0.05
2. C -0.31
3. O -0.08
4. N -0.02
5. C -0.22
6. C -0.17
7. C -0.20
8. C -0.12



# 3
ORCA calculation (the ωB97M-V functional and the def2-TZVPD basis) on a structure of composition C12H21N3S in a non-equilibrium geometry.

The geometry in XYZ format:
```
37
Properties=species:S:1:pos:R:3:forces:R:3
C -6.8418 0.6055 0.7832 -0.57 10.09 -9.75
C -6.0524 0.7394 -0.4227 -4.44 1.36 3.64
C -4.8752 0.0223 -0.8977 -7.89 -10.12 -0.23
H -4.1430 0.5804 -1.0802 6.27 4.25 -1.77
C -4.5812 -1.3514 -0.0611 -2.40 8.36 5.33
C -3.4316 -2.0390 -0.3479 5.27 -0.14 -3.56
C -2.1504 -1.6409 0.4132 2.34 3.14 -6.98
C -1.6720 -0.0607 -0.2080 1.47 -3.97 6.03
C -0.3302 0.2802 0.3954 -2.24 1.76 -5.46
C 0.1724 1.6459 0.1688 -3.98 3.46 -3.03
H 0.0955 2.0393 -0.8866 0.52 -1.10 0.21
H -0.7130 2.4753 0.4870 2.65 -2.08 0.33
C 1.5253 1.8599 0.6654 -6.34 11.16 8.98
C 2.5968 1.2760 0.2507 8.17 -4.55 -7.05
N 3.1635 0.2014 0.7007 -8.31 4.70 10.25
C 3.9971 -0.3689 0.0857 8.83 -5.63 -8.30
S 5.1509 -1.7227 0.2696 -2.01 2.25 0.02
N 3.8998 0.2615 -1.1775 2.74 2.10 -6.08
N 3.1606 1.4736 -1.1123 2.41 -3.85 8.75
H 2.5731 1.8692 -1.7070 -2.85 1.44 -4.17
H 4.6261 0.3763 -2.0354 -1.89 -1.15 3.18
H 1.6168 3.1858 0.7345 0.31 -3.50 -1.13
H 1.4774 1.9937 1.9114 0.31 -1.57 -2.96
H 0.4034 -0.3855 0.2617 2.85 -2.93 -1.72
H -0.2958 0.2863 1.3308 -0.93 -0.45 8.55
H -1.5463 0.0683 -1.1812 -0.64 -0.01 -4.51
H -2.3739 0.4315 0.3203 -2.48 2.83 0.75
H -1.2329 -2.0278 -0.1197 -1.11 -1.20 1.49
H -2.2215 -1.6555 1.4424 0.13 0.01 2.08
H -3.4790 -3.0509 -0.1047 -0.62 -2.10 -0.54
H -3.2829 -1.7486 -1.5348 0.30 -1.75 2.48
H -5.4768 -1.8880 0.0832 -1.06 -0.55 -0.08
H -4.3625 -0.7030 1.0914 -0.89 -2.26 -2.43
H -5.3110 -0.6427 -1.8602 1.42 2.47 1.37
H -6.5195 1.4639 -1.1127 0.85 0.05 0.27
H -7.6831 1.4509 0.9688 2.06 -2.71 -0.34
H -6.6390 -0.1450 1.2569 1.76 -7.81 6.40
```
Positions in Å, forces in eV/Å.

## Properties
Kohn-Sham gap (eV): 7.00
ΔE to the lowest compared entry with this formula, charge and spin (kJ/mol): 1253.93
LUMO energy (eV): -0.7278
Electronic energy (a.u.): -1031.79537

Atomic partial charges in e from the Löwdin method, atoms 1 to 8:
1. C 0.05
2. C -0.17
3. C -0.19
4. H 0.00
5. C -0.25
6. C -0.31
7. C -0.08
8. C -0.10



# 4
ORCA calculation (the ωB97M-V functional and the def2-TZVPD basis) on a structure of composition C30H45ClO2P2V in a non-equilibrium geometry.

The geometry in XYZ format:
```
81
Properties=species:S:1:pos:R:3:forces:R:3
V 0.0483 -0.8498 1.3362 -0.40 7.26 -2.37
C -0.9099 -2.5294 2.1602 0.33 -0.51 0.58
C 0.4174 -2.8645 1.7014 0.01 -0.53 0.98
C 0.6037 -1.2423 3.3610 -0.18 -1.32 0.74
C -0.7826 -1.5401 3.1904 0.49 -1.17 1.06
C 1.3492 -2.0678 2.4579 -0.13 -0.64 0.52
C -2.1991 -3.1477 1.7476 -0.44 -0.14 -0.15
H -2.1387 -3.5945 0.7505 -0.05 0.06 0.23
H -3.0081 -2.4068 1.7640 0.15 -0.21 -0.09
H -2.4788 -3.9417 2.4576 0.16 0.19 -0.18
C -1.8852 -0.9607 3.9944 -0.33 0.34 -0.16
H -2.8037 -1.5414 3.8675 0.16 0.17 0.04
H -2.0664 0.0776 3.6769 -0.13 -0.19 0.20
H -1.6167 -0.9551 5.0555 0.03 -0.01 -0.17
C 1.1766 -0.2984 4.3533 -0.01 0.57 -0.09
H 1.3976 -0.8021 5.3028 -0.08 -0.11 -0.22
H 0.4622 0.5042 4.5646 0.24 -0.01 0.01
H 2.1112 0.1334 3.9813 -0.20 0.05 0.15
C 2.8350 -2.1213 2.4071 0.39 0.07 -0.17
H 3.2120 -2.7291 3.2420 -0.13 0.09 -0.19
H 3.2648 -1.1190 2.5209 -0.01 -0.24 -0.07
H 3.1944 -2.5659 1.4728 -0.02 0.10 0.22
C 0.7811 -3.9543 0.7547 0.12 -0.20 -0.32
H 1.0279 -4.8674 1.3186 -0.08 0.28 -0.09
H 1.6642 -3.6937 0.1598 -0.19 -0.11 0.11
H -0.0441 -4.2019 0.0806 0.18 -0.01 0.14
C -1.6139 0.5397 -4.2235 -0.64 -0.41 -0.35
C -1.8008 -0.7655 -4.4832 -0.55 0.82 -0.42
C -1.0258 -1.5520 -5.5008 0.11 -0.22 -0.30
C 0.4567 -1.1363 -5.6917 -0.36 -0.20 -0.50
C 1.1818 -0.7108 -4.4576 0.39 0.54 0.09
C 1.3611 0.5755 -4.1012 0.33 -0.74 -0.71
C 0.6301 1.7246 -4.7356 0.03 0.43 -0.25
C -0.8439 1.4522 -5.1348 0.47 0.16 -0.23
H -1.5038 -1.5019 -6.4964 -0.02 -0.08 0.40
H 0.5226 -0.3444 -6.4548 0.10 -0.42 0.29
H -1.0637 -2.6112 -5.2064 -0.02 0.20 -0.09
H -0.8651 1.0458 -6.1599 -0.16 0.23 0.50
H -2.1792 1.0309 -3.4256 -0.07 -0.22 -0.38
H -2.6776 -1.2820 -4.0746 0.49 0.13 0.32
H -1.3639 2.4244 -5.1719 0.17 -0.39 -0.03
H 0.6486 2.5742 -4.0391 0.11 -0.13 -0.14
H 2.1315 0.8730 -3.3812 -0.39 -0.27 0.07
H 1.1616 2.0604 -5.6445 -0.08 -0.01 0.37
H 0.9861 -2.0222 -6.0861 -0.18 0.46 -0.01
H 1.6344 -1.5495 -3.9240 0.15 0.40 -0.08
P -1.3416 -0.4187 -0.6552 0.93 -0.69 0.45
C -2.8266 0.5694 -0.6865 -0.50 0.15 0.24
C -1.4585 -1.9993 -1.5412 -0.10 -0.05 -0.48
P 1.6207 -0.0096 -0.4818 -0.65 -0.40 0.16
C 0.0673 0.5229 -1.3864 0.06 -0.06 0.37
C 2.5165 -1.2348 -1.4634 0.11 -0.10 -0.14
C 2.7237 1.4039 -0.2634 -0.07 0.13 0.44
H -2.8181 1.1645 0.2406 -0.04 -0.11 -0.32
H -3.6964 -0.1006 -0.6823 0.13 0.24 -0.05
H -2.8529 1.2311 -1.5604 -0.04 -0.25 0.23
H -1.3945 -1.8252 -2.6215 -0.06 -0.15 0.34
H -2.4299 -2.4521 -1.3033 0.21 0.06 -0.09
H -0.6617 -2.7001 -1.2482 -0.23 0.40 0.01
H 2.9181 1.9261 -1.2080 -0.03 -0.23 0.13
H 3.6623 1.0255 0.1656 -0.18 0.16 -0.19
H 2.2463 2.0818 0.4586 0.20 -0.15 -0.29
H -0.0738 1.6132 -1.2921 0.01 -0.42 0.17
H 0.0864 0.2560 -2.4493 0.22 0.03 0.12
H 3.5247 -1.3529 -1.0425 -0.28 0.00 -0.01
H 2.6099 -0.8846 -2.4930 0.16 -0.16 0.26
H 2.0019 -2.2047 -1.4430 0.15 0.29 -0.12
Cl 0.1513 6.8091 6.0364 -0.01 0.01 0.01
C -0.0566 5.4512 5.0067 -0.22 -0.73 -0.71
C -1.3497 5.0587 4.6090 0.47 -0.13 0.00
C -1.5038 3.9557 3.7662 -0.09 0.22 0.09
C -0.3888 3.2617 3.2894 0.14 -0.19 -0.29
C 0.8949 3.6514 3.6961 -0.14 0.44 0.11
C 1.0685 4.7489 4.5432 -0.49 -0.15 -0.05
C -0.5572 2.1204 2.3042 -0.71 0.43 0.85
O -1.6952 1.5883 2.1596 1.53 -0.49 -0.35
O 0.5114 1.7435 1.6979 -0.48 -2.19 -0.27
H -2.2102 5.6306 4.9496 0.18 -0.19 -0.04
H -2.4991 3.6354 3.4505 0.31 0.17 0.11
H 1.7621 3.1091 3.3284 -0.14 0.14 0.05
H 2.0597 5.0793 4.8328 -0.11 -0.08 0.02
```
Positions in Å, forces in eV/Å.

## Properties
Multiplicity: 2
Kohn-Sham gap (spin up / spin down) (eV): 4.73 / 5.30
Total charge: +2
LUMO energy (spin up / spin down) (eV): -8.3912 / -7.8263
Electronic energy (a.u.): -3406.90947

Atomic partial charges in e from the Löwdin method, atoms 1 to 8:
1. V 0.89
2. C -0.27
3. C -0.28
4. C -0.25
5. C -0.23
6. C -0.27
7. C 0.00
8. H 0.08



# 5
ORCA calculation (the ωB97M-V functional and the def2-TZVPD basis) on the molecule C18H20ClN3OS.

The geometry in XYZ format:
```
44
Properties=species:S:1:pos:R:3:forces:R:3
C -4.5293 -1.9896 -1.3317 -0.43 -0.21 -0.10
N -3.2409 -1.4146 -1.0762 0.58 -0.15 0.09
C -2.0775 -2.0591 -0.8611 0.19 0.28 0.05
C -1.1015 -1.1036 -0.6643 -0.21 -0.16 -0.12
C -1.7959 0.1295 -0.7851 -0.24 -0.86 -0.03
N -3.0832 -0.1023 -1.0345 -0.23 0.68 0.03
C -1.3218 1.5026 -0.6833 0.06 0.57 -0.01
C -0.1425 1.8202 -0.0136 -0.10 0.09 -0.11
C 0.2420 3.1449 0.0796 -0.25 0.08 -0.17
C -0.5061 4.1652 -0.4825 0.09 -0.01 0.06
C -1.6772 3.8408 -1.1483 0.00 0.01 0.02
C -2.0858 2.5260 -1.2467 0.04 -0.08 0.01
H -3.0008 2.2669 -1.7549 -0.08 0.01 -0.06
H -2.2723 4.6267 -1.5890 -0.05 0.06 -0.04
H -0.1823 5.1908 -0.3959 0.05 0.07 0.02
Cl 1.6900 3.5462 0.9440 0.21 0.10 0.16
H 0.4492 1.0403 0.4416 0.06 -0.02 0.06
C 0.3470 -1.3967 -0.4611 0.02 0.13 -0.03
N 0.8662 -0.9737 0.8395 -0.03 -0.30 -0.02
C 0.0715 -1.4695 1.9488 0.01 0.19 0.27
H -0.9808 -1.3197 1.6874 0.09 -0.06 0.11
C 0.3448 -0.6861 3.2401 0.19 0.01 -0.32
O -0.6751 -0.8663 4.1918 -0.38 -0.13 0.25
H -1.5000 -0.5208 3.8323 0.08 -0.01 0.03
H 1.2540 -1.0356 3.7329 0.01 0.09 -0.07
H 0.4647 0.3767 2.9889 0.08 -0.09 -0.02
H 0.2260 -2.5479 2.1241 -0.07 0.00 -0.03
C 2.2706 -1.3495 0.9754 -0.13 0.08 0.13
C 3.1181 -0.7524 -0.0973 0.33 -0.31 -0.27
C 3.4658 0.5498 -0.2739 -0.10 -0.23 0.14
C 4.2762 0.7581 -1.4130 0.09 0.02 -0.16
C 4.5376 -0.3895 -2.0856 -0.11 -0.41 0.00
S 3.7941 -1.7520 -1.3451 -0.02 0.60 0.25
H 5.1234 -0.5303 -2.9719 0.14 0.05 -0.19
H 4.6478 1.7221 -1.7109 0.08 0.15 -0.08
H 3.1548 1.3367 0.3878 -0.09 0.14 0.15
H 2.6150 -0.9798 1.9445 0.05 -0.15 -0.05
H 2.3883 -2.4483 0.9595 -0.03 0.04 0.11
H 0.9268 -0.8629 -1.2212 -0.01 -0.17 0.02
H 0.5006 -2.4806 -0.6106 0.06 0.07 -0.05
H -2.0138 -3.1291 -0.8671 0.02 -0.24 0.00
H -4.8340 -2.6346 -0.5054 0.00 0.06 -0.04
H -5.2405 -1.1731 -1.4357 0.06 -0.06 0.01
H -4.5131 -2.5761 -2.2524 -0.02 0.05 0.04
```
Positions in Å, forces in eV/Å.

## Properties
Kohn-Sham gap (eV): 9.03
ΔE to the lowest compared entry with this formula, charge and spin (kJ/mol): 146.21
SMILES: Cn1cc(CN(CCO)Cc2cccs2)c(-c2cccc(Cl)c2)n1
LUMO energy (eV): 0.6114
Electronic energy (a.u.): -1795.77200

Atomic partial charges in e from the Löwdin method, atoms 1 to 8:
1. C -0.02
2. N -0.21
3. C -0.02
4. C -0.15
5. C -0.19
6. N 0.13
7. C -0.15
8. C -0.04



# 6
ORCA calculation (the ωB97M-V functional and the def2-TZVPD basis) on the ion C5H13INO with charge +1 in a non-equilibrium geometry.

The geometry in XYZ format:
```
21
Properties=species:S:1:pos:R:3:forces:R:3
C -1.5327 2.4083 0.3412 -0.71 3.11 2.02
C 0.5401 -0.9280 -1.4058 -3.87 3.89 -2.35
C 2.0884 -0.4056 0.5541 -0.33 -0.41 -0.36
C -1.1148 1.1532 -0.2689 -0.31 -1.91 2.42
C 0.6624 -0.5078 0.0142 -0.51 -1.30 2.00
N -0.0652 -1.7252 0.8175 1.65 -2.95 -2.02
O 0.0401 0.6443 0.4293 -1.42 0.68 -0.59
I -2.8361 -0.2909 -0.1371 -0.08 0.38 -0.01
H -1.8411 2.3696 1.4525 0.56 -0.42 -1.77
H -2.3255 3.0358 -0.1486 0.41 -1.37 0.00
H -0.6998 3.1345 0.3131 0.12 -0.49 0.08
H -0.4058 -1.4835 -1.8191 1.54 1.24 1.31
H 1.3444 -1.4439 -1.7008 3.07 -2.07 -1.04
H 0.6029 0.1160 -2.0046 -0.08 -2.48 1.01
H 2.3514 0.5861 0.2143 0.61 0.27 0.28
H 2.7455 -1.1253 0.0504 -0.12 0.08 0.37
H 2.1446 -0.4929 1.6607 -0.06 0.21 -0.82
H -0.9881 1.1224 -1.2888 0.49 0.30 -2.19
H 0.4535 -2.6915 0.5236 -1.83 2.83 0.73
H -1.0750 -1.7366 0.5959 0.18 -0.22 -0.66
H -0.0892 -1.7391 1.8068 0.68 0.63 1.59
```
Positions in Å, forces in eV/Å.

## Properties
Kohn-Sham gap (eV): 10.06
ΔE to the lowest compared entry with this formula, charge and spin (kJ/mol): 74.63
SMILES: C[C@H](I)OC(C)(C)[NH3+]
Total charge: +1
LUMO energy (eV): -3.3492
Electronic energy (a.u.): -625.70861

Atomic partial charges in e from the Löwdin method, atoms 1 to 8:
1. C -0.15
2. C -0.02
3. C 0.03
4. C -0.64
5. C -0.57
6. N 0.18
7. O -0.11
8. I 0.93